No. 1
Formula: C4H6O2
Source: the OMol25 dataset
Level of theory: ωB97M-V with the def2-TZVPD basis set

The geometry in ORCA input format:
```
! wB97M-V def2-TZVPD RIJCOSX def2/J DEFGRID3
* xyz 0 1
O 1.48914 -1.17939 0.83252
C 0.56583 -1.07133 -0.19010
C -1.04367 -0.45843 0.24240
C -1.15043 1.04929 0.15114
O -1.91973 1.95157 0.42508
C 0.20593 0.88365 -0.43037
H 2.28617 -0.65926 0.62214
H 1.05125 -1.01270 -1.16620
H -1.03997 -0.78400 1.26799
H -1.71198 -0.96820 -0.43278
H 0.24500 1.02775 -1.50296
H 1.02248 1.22105 0.18113
*
```

Results
**Energy above the lowest of the compared OMol25 structures with the same formula, charge and spin**: 5.611 eV

***

No. 2
Formula: C4H6O2
Source: the OMol25 dataset
Level of theory: ωB97M-V with the def2-TZVPD basis set

The geometry in ORCA input format:
```
! wB97M-V def2-TZVPD RIJCOSX def2/J DEFGRID3
* xyz 0 1
C 1.56254 0.66244 0.03870
O 1.74834 -0.50231 0.82787
C 0.77194 -0.54769 -0.19869
C -0.65150 -0.66685 0.26983
C -1.66230 0.32854 -0.09356
O -1.59906 -0.92579 -0.75385
H 1.09917 1.50467 0.55425
H 2.38751 0.91427 -0.62728
H 1.02083 -1.18583 -1.04879
H -0.78168 -1.24905 1.18492
H -1.36156 1.18681 -0.69517
H -2.53422 0.48080 0.54178
*
```

Results
**Structure (SMILES)**: C1O[C@H]1[C@H]1CO1
**Energy above the lowest of the compared OMol25 structures with the same formula, charge and spin**: 2.966 eV

***

No. 3
Formula: C4H6O2
Source: the OMol25 dataset
Level of theory: ωB97M-V with the def2-TZVPD basis set

The geometry in ORCA input format:
```
! wB97M-V def2-TZVPD RIJCOSX def2/J DEFGRID3
* xyz 0 1
C -1.69576 -0.32082 0.55223
C -0.32236 -0.25832 1.23136
C 0.82754 0.22194 0.37831
O 0.53788 0.57722 -0.81262
C 2.09114 0.51326 -0.84421
O 2.63813 -0.34949 -1.46708
H -2.04479 0.66259 0.22219
H -1.68127 -0.97633 -0.32290
H -2.44010 -0.71652 1.25188
H -0.02451 -1.24839 1.60104
H -0.36129 0.36438 2.13724
H 2.43933 1.52862 -0.65080
*
```

Results
**Energy above the lowest of the compared OMol25 structures with the same formula, charge and spin**: 3.554 eV

***

No. 4
Formula: C4H6O2
Source: the OMol25 dataset
Level of theory: ωB97M-V with the def2-TZVPD basis set

The geometry in ORCA input format:
```
! wB97M-V def2-TZVPD RIJCOSX def2/J DEFGRID3
* xyz 0 1
C -0.72569 -0.00425 0.40820
C 0.07659 -1.25899 0.08370
C 1.45417 0.54103 -0.20537
C 0.25343 1.08243 0.13326
H -1.57971 0.97540 -1.19945
H -1.07280 0.12456 1.49112
H -0.45410 -1.90321 -0.65607
H 0.19856 -1.81685 0.99233
H 2.33001 0.97121 -0.56325
H -0.02297 2.11282 0.31131
O -1.85567 -0.08407 -0.48408
O 1.39817 -0.74008 -0.31170
*
```

Results
**Energy above the lowest of the compared OMol25 structures with the same formula, charge and spin**: 3.510 eV

***

No. 5
Formula: C4H6O2
Source: the OMol25 dataset
Level of theory: ωB97M-V with the def2-TZVPD basis set

The geometry in ORCA input format:
```
! wB97M-V def2-TZVPD RIJCOSX def2/J DEFGRID3
* xyz 0 1
C 0.03863 0.29221 -1.67762
C 0.53509 -0.29495 -0.40244
O 1.87332 -0.42104 -0.22090
C -0.21884 -0.63637 0.65692
C -0.74039 0.12292 1.77282
O -1.59391 -0.52858 0.81256
H -0.98994 0.62721 -1.50693
H 0.65307 1.17245 -1.91371
H 0.06732 -0.37698 -2.53939
H 1.89868 -0.95522 0.59626
H -0.77886 1.20289 1.61651
H -0.74416 -0.20453 2.80592
*
```

Results
**Structure (SMILES)**: C/C(O)=C1/CO1
**Energy above the lowest of the compared OMol25 structures with the same formula, charge and spin**: 3.610 eV

***

No. 6
Formula: C4H6O2
Source: the OMol25 dataset
Level of theory: ωB97M-V with the def2-TZVPD basis set

The geometry in ORCA input format:
```
! wB97M-V def2-TZVPD RIJCOSX def2/J DEFGRID3
* xyz 0 1
C 0.44371 1.44926 1.01853
C -0.31778 0.14061 0.85195
C 0.19954 -0.64445 -0.32634
O 1.28316 -0.48584 -0.85200
C -0.74345 -1.68634 -0.92411
O -1.80718 -1.95482 -0.42343
H 1.48138 1.27298 1.31155
H 0.47133 1.99276 0.06982
H -0.02472 2.09269 1.76718
H -1.39647 0.29143 0.71430
H -0.22617 -0.50103 1.74073
H -0.37275 -2.15430 -1.85571
*
```

Results
**Structure (SMILES)**: CCC(=O)C=O
**Energy above the lowest of the compared OMol25 structures with the same formula, charge and spin**: 0.947 eV